C4H5NO2 | the ωB97M-V functional and the def2-TZVPD basis

Results
Energy above the lowest of the compared OMol25 structures with the same formula, charge and spin (kJ/mol): 185.4
Gap between HOMO and LUMO (eV): 10.6
Maximum force (eV Å⁻¹): 0.99

XYZ file:
```
12
Properties=species:S:1:pos:R:3:mulliken_charge:R:1
H -0.3625 -1.1913 -1.6534 0.27
H -1.7914 0.1088 1.3915 0.27
C -0.2667 0.1673 0.0473 0.39
C 0.9154 -0.7761 0.0610 -0.09
O 0.6923 2.0957 1.3819 -0.55
H 0.8801 0.1221 -1.9803 0.25
C 0.3132 -0.4411 -1.2411 -0.70
O 1.8104 0.2772 0.4870 -0.35
H 0.9669 -1.7280 0.5724 0.34
N -1.6056 -0.1142 0.4130 -0.57
H -2.2743 0.3675 -0.1834 0.25
C 0.7222 1.1120 0.7041 0.49
```

C4H5NO2 | the ωB97M-V functional and the def2-TZVPD basis

Results
Energy above the lowest of the compared OMol25 structures with the same formula, charge and spin (kJ/mol): 224.1
SMILES: Nc1cc(O)co1
Gap between HOMO and LUMO (eV): 8.7
Maximum force (eV Å⁻¹): 1.82

XYZ file:
```
12
Properties=species:S:1:pos:R:3:mulliken_charge:R:1
C -0.6937 0.1599 -0.4936 -0.62
H -0.9991 1.1908 -0.5666 0.14
C 0.6733 -0.0405 -0.6042 0.56
O 1.2427 -0.3173 0.5713 -0.36
H 0.5379 -0.2605 2.5528 0.41
N 1.4874 -0.0809 -1.6893 -0.44
H 1.0695 -0.0768 -2.6041 0.22
O -2.2129 -0.1445 1.3942 -0.52
H 2.4287 0.2639 -1.6101 0.23
H -2.7963 -0.2410 0.6249 0.36
C -0.9541 -0.1404 0.8944 0.65
C 0.2165 -0.3128 1.5303 -0.62
```

C4H5NO2 | the ωB97M-V functional and the def2-TZVPD basis

Results
Energy above the lowest of the compared OMol25 structures with the same formula, charge and spin (kJ/mol): 364.0
Gap between HOMO and LUMO (alpha / beta) (eV): 8.4 / 8.4
Maximum force (eV Å⁻¹): 0.59

XYZ file:
```
12
Properties=species:S:1:pos:R:3:mulliken_charge:R:1
O 0.5097 -1.9404 -1.1491 -0.48
H -1.9660 -0.2660 1.1828 0.28
H -1.1679 0.8856 -0.9562 0.40
H 0.4732 -0.3333 -2.3841 0.34
C 1.0636 1.0440 0.8290 0.18
H 1.6952 1.5363 1.5852 0.40
H -0.5430 -1.3810 1.0599 0.25
C -0.9540 -0.4048 0.8101 -0.35
O 1.5016 0.9171 -0.3235 -0.55
C 0.2036 -0.8085 -1.4259 0.05
C -0.6807 0.0151 -0.5253 -0.07
N -0.1353 0.7358 1.2971 -0.47
```

C4H5NO2 | the ωB97M-V functional and the def2-TZVPD basis

Results
Energy above the lowest of the compared OMol25 structures with the same formula, charge and spin (kJ/mol): 329.5
SMILES: O=CC1=C([O-])C[NH2+]1
Gap between HOMO and LUMO (eV): 8.7
Maximum force (eV Å⁻¹): 5.32

XYZ file:
```
12
Properties=species:S:1:pos:R:3:mulliken_charge:R:1
C -0.8852 -0.7773 0.3618 -0.53
H -0.7235 1.0740 -0.2079 0.30
H -2.2029 -1.8430 1.9321 0.29
C -1.4623 -0.9441 1.8047 0.13
O -0.2492 -2.5118 -1.1483 -0.65
C 0.7529 -0.1156 -0.8170 -0.46
H 0.8699 0.4891 -1.7532 0.28
H 1.7304 -0.2626 -0.4189 0.24
C -0.1369 -1.3914 -0.6717 0.68
H 0.1708 0.8640 1.2297 0.37
N -0.0816 0.5011 0.2607 -0.07
O -1.2245 -0.0002 2.5063 -0.57
```